{
  "formula": "C12H16CeClSc",
  "method": "ωB97M-V with the def2-TZVPD basis set",
  "species": ["Ce", "Cl", "C", "C", "H", "H", "H", "H", "H", "H", "Sc", "C", "C", "H", "H", "H", "H", "H", "C", "C", "C", "C", "C", "C", "C", "C", "H", "H", "H", "H", "H"],
  "xyz": [[0.5372, 0.3613, -4.3755], [1.3101, -1.4827, -2.4783], [2.6106, 1.3786, -4.4780], [-0.6440, -1.1578, -5.6931], [2.7223, 1.7973, -5.4994], [2.6596, 2.1688, -3.7094], [3.3481, 0.5787, -4.2832], [-0.6141, -0.7802, -6.7356], [-1.6800, -1.2384, -5.3175], [-0.1009, -2.1175, -5.5949], [-0.1615, -0.1158, -1.0499], [-1.9364, -1.2526, -0.5269], [-0.6471, 1.3582, -2.5805], [-2.8717, -0.8377, -0.9241], [-1.8927, -2.3270, -0.7334], [-1.9221, -1.1041, 0.5609], [-1.6622, 1.2517, -3.0654], [-0.4672, 2.4583, -2.7065], [0.5060, 0.4909, 0.8912], [0.2868, 0.2733, 2.1021], [0.1462, 0.0871, 3.4935], [-0.9923, 0.5939, 4.1573], [-1.0302, 0.6130, 5.5477], [0.0456, 0.0835, 6.2822], [1.1127, -0.5466, 5.6216], [1.1471, -0.5860, 4.2316], [-1.8188, 0.9780, 3.5525], [-1.8952, 1.0474, 6.0567], [0.0401, 0.1438, 7.3741], [1.9256, -1.0054, 6.1907], [1.9383, -1.1117, 3.6894]],
  "mulliken_charge": [0.9638, -0.4896, -1.2502, -1.2552, 0.3055, 0.3069, 0.2742, 0.3090, 0.3050, 0.2615, 0.4543, -0.9285, -1.1253, 0.2225, 0.2551, 0.2277, 0.1864, 0.3099, -0.2023, -0.5215, 0.6112, -0.3941, -0.4476, -0.3607, -0.3900, -0.4225, 0.3964, 0.3345, 0.3379, 0.3343, 0.3913],
  "spin_multiplicity": 2,
  "charge": -1,
  "s2": 0.7514,
  "de_lowest_kj_mol": 0.0,
  "e_tot_ha": -2162.7808
}

{
  "formula": "C19H25B3BrF18NO10S",
  "method": "ωB97M-V with the def2-TZVPD basis set",
  "species": ["C", "C", "O", "N", "C", "B", "O", "B", "Br", "O", "B", "C", "C", "C", "F", "F", "C", "F", "F", "S", "F", "F", "F", "F", "F", "O", "H", "H", "H", "H", "H", "H", "H", "H", "H", "H", "C", "C", "O", "C", "O", "C", "F", "F", "F", "H", "H", "H", "H", "H", "C", "C", "O", "C", "O", "C", "F", "F", "F", "H", "H", "H", "H", "H", "C", "C", "O", "C", "O", "C", "F", "F", "F", "H", "H", "H", "H", "H"],
  "xyz": [[0.5534, -2.1552, 4.9766], [0.8678, -0.6741, 5.4520], [1.7827, -0.0469, 4.8569], [0.1741, 0.0511, 6.5190], [-0.7464, -0.8461, 7.3106], [-0.5469, 1.2394, 5.9788], [-0.8944, 2.2702, 6.9494], [-2.1724, 2.8577, 6.6153], [-3.3097, 3.3731, 8.1865], [-2.5984, 3.0755, 5.2471], [-2.2785, 1.8608, 4.5082], [-3.4129, 1.0095, 3.6818], [-4.0878, 0.0317, 4.7544], [-4.4903, -1.4021, 4.1704], [-5.4428, -1.3190, 3.1124], [-3.2999, -1.8616, 3.5089], [-4.8183, -2.5164, 5.2500], [-5.0173, -3.7326, 4.5484], [-3.6242, -2.7269, 5.9973], [-6.1797, -2.1769, 6.4647], [-7.1262, -3.3546, 5.7156], [-5.5711, -3.4208, 7.4222], [-5.2783, -1.1229, 7.3697], [-6.8908, -0.9949, 5.5594], [-7.4015, -1.9972, 7.5714], [-0.9001, 1.4196, 4.5827], [0.6792, -2.9500, 5.7839], [1.2873, -2.3890, 4.1366], [-0.4913, -2.2061, 4.5015], [-0.2540, -1.8385, 7.5764], [-1.6549, -1.0481, 6.6490], [-1.0692, -0.3275, 8.2763], [-2.8520, 0.4920, 2.8432], [-4.1482, 1.7361, 3.1958], [-3.3414, -0.1779, 5.6047], [-4.9778, 0.5978, 5.2004], [1.2131, 1.1786, -1.2331], [1.9031, 0.1398, -0.3716], [1.0034, -0.3724, 0.6242], [0.1753, -1.3527, 0.2219], [0.1477, -1.8048, -0.8911], [-0.6831, -1.8325, 1.3891], [-1.1773, -0.8142, 2.1199], [0.0197, -2.6072, 2.2407], [-1.7388, -2.5597, 0.9924], [0.7842, 1.9689, -0.6114], [1.9158, 1.6225, -1.9328], [0.3916, 0.7367, -1.7982], [2.7346, 0.6009, 0.1651], [2.3195, -0.6712, -0.9744], [-1.1657, -0.8002, -6.7854], [-0.9471, 0.6627, -7.1162], [-0.3071, 1.3394, -6.0220], [1.0313, 1.2219, -5.9591], [1.6943, 0.5968, -6.7451], [1.5768, 2.0287, -4.7821], [0.8478, 1.8634, -3.6602], [1.5835, 3.3508, -5.0421], [2.8400, 1.6973, -4.4636], [-1.7193, -0.9037, -5.8490], [-1.7225, -1.2965, -7.5824], [-0.2142, -1.3198, -6.6524], [-1.9106, 1.1534, -7.2672], [-0.3748, 0.7862, -8.0389], [4.6817, 0.9341, -6.9552], [5.6741, 2.0413, -7.2491], [6.9061, 1.4992, -7.7526], [6.9319, 1.2181, -9.0687], [6.0079, 1.3887, -9.8169], [8.3093, 0.6995, -9.4737], [8.7983, -0.2025, -8.6004], [9.2157, 1.6950, -9.5442], [8.3029, 0.1005, -10.6754], [5.1198, 0.1954, -6.2791], [3.7812, 1.3362, -6.5013], [4.4018, 0.4041, -7.8682], [5.9189, 2.5698, -6.3255], [5.2612, 2.7787, -7.9422]],
  "mulliken_charge": [-0.7911, 0.6168, -0.6153, 0.1156, -0.7052, 0.1332, -0.2394, 0.5187, -0.2702, -0.3982, 0.2962, -0.1902, -0.2107, 0.6445, -0.3262, -0.2195, 0.5634, -0.2587, -0.2298, 1.1984, -0.3155, -0.3209, -0.2748, -0.2809, -0.2892, 0.0920, 0.4153, 0.2406, 0.0375, 0.3431, 0.1300, 0.2390, -0.0125, 0.2794, -0.2430, 0.3773, -0.8220, -0.4076, -0.1591, 0.1215, -0.5467, 1.0789, -0.2416, -0.2683, -0.2702, 0.2404, 0.2912, 0.2997, 0.3437, 0.3284, -1.1100, -0.2129, -0.3489, 0.3205, -0.5111, 0.9699, -0.2799, -0.2737, -0.2269, 0.3090, 0.3728, 0.3136, 0.3163, 0.3290, -0.4071, -0.3246, -0.3212, 0.3784, -0.5036, 0.8530, -0.2445, -0.2504, -0.2414, 0.3097, -0.2333, 0.3253, 0.3256, 0.3289],
  "de_lowest_kj_mol": 385.3,
  "e_tot_ha": -6390.7239
}

{
  "formula": "C5H9NO",
  "method": "ωB97M-V with the def2-TZVPD basis set",
  "species": ["H", "N", "C", "C", "C", "C", "C", "O", "H", "H", "H", "H", "H", "H", "H", "H"],
  "xyz": [[-1.3876, 1.8147, -2.1845], [-1.4394, 1.8210, -1.1637], [-0.4632, 1.1907, -0.6719], [-0.2456, 1.0229, 0.8067], [-0.1910, -0.4441, 1.2505], [0.7852, -1.1955, 0.4051], [0.4324, -0.7935, -1.2776], [0.5372, 0.5969, -1.4447], [0.7161, 1.4993, 1.0396], [-1.0354, 1.5519, 1.3381], [-1.1763, -0.9118, 1.1463], [0.0913, -0.4906, 2.3038], [1.8219, -0.8287, 0.5827], [0.8320, -2.2791, 0.6723], [-0.5453, -1.1287, -1.6376], [1.2678, -1.4255, -1.1651]],
  "mulliken_charge": [0.2878, -0.6534, 0.4808, -0.4547, -0.6063, -0.7156, -0.6378, -0.4005, 0.3025, 0.2750, 0.2798, 0.3121, 0.3482, 0.3722, 0.3221, 0.4880],
  "de_lowest_kj_mol": 292.8,
  "e_tot_ha": -325.8261
}